Entry 1:
47
Properties=species:S:1:pos:R:3:forces:R:3 method="wB97M-V/def2-TZVPD" multiplicity=1 de_lowest_ev=0.258 charge=+2 total_energy_ev=-185376.684 homo_ev=-16.19 gap_ha=0.3470
C -2.994720 2.357636 -0.745238 0.003 0.019 -0.047
H -4.248702 -0.341132 -1.401939 0.005 0.031 -0.011
H 1.751488 -1.098626 -3.418445 0.007 0.004 0.010
H -2.939964 -1.492707 -1.541725 0.013 -0.011 -0.004
C 2.339993 4.024111 1.218850 -0.006 0.055 -0.037
H -3.169336 2.245519 0.319487 0.011 -0.004 0.005
F -0.139678 4.964767 2.376976 -0.004 -0.018 -0.011
H -4.190332 -1.655387 0.651128 0.030 -0.025 0.022
H 3.089649 -4.723304 -0.905525 0.002 -0.001 0.007
H -1.246184 -2.910836 -0.705752 0.010 -0.014 -0.015
C 3.507565 -3.724175 -0.862275 -0.021 -0.035 0.013
H 0.730425 -2.454231 -2.854642 -0.002 -0.002 0.018
F 3.354799 3.264401 0.797094 0.005 -0.009 0.029
H 4.243835 -3.655778 -0.066854 0.013 -0.001 -0.011
Se -1.818138 -1.572715 1.405297 -0.014 0.048 0.005
F 2.672376 4.579039 2.381068 0.015 0.002 -0.015
O 3.634127 -0.911243 -1.413987 -0.027 0.070 0.043
H -2.343304 -3.806077 0.389968 -0.005 -0.001 0.004
H 3.943815 1.008817 -2.156421 -0.011 -0.006 -0.007
F -0.510131 4.532281 0.291525 -0.001 -0.003 -0.011
H 3.937112 -3.444495 -1.818358 0.006 0.011 -0.001
F 0.310164 1.180918 2.547195 0.037 -0.110 -0.147
C 1.069334 3.141415 1.385818 -0.102 -0.129 -0.068
O 1.026397 -0.923947 -1.466975 0.229 -0.022 -0.112
H -0.007506 -0.871130 -3.257296 -0.003 -0.004 0.013
C -3.418648 -0.900525 0.494627 -0.031 -0.031 -0.002
C 4.303759 0.386907 -1.341919 -0.022 -0.002 0.000
H 5.363233 0.188736 -1.457290 0.003 -0.005 0.003
Y 0.214619 0.330663 0.302490 -0.025 0.718 0.064
H -3.928486 2.460710 -1.290466 0.003 -0.019 -0.015
O 2.377349 -2.846412 -0.546592 -0.032 0.040 -0.055
C -0.220108 4.007929 1.474148 0.067 0.049 0.046
C -3.279043 -0.618980 -0.987525 -0.021 0.009 0.025
H 4.112166 0.864832 -0.381070 -0.006 -0.020 -0.015
Se -2.049894 0.820613 -1.485746 -0.069 -0.020 0.042
F 2.128101 4.972021 0.318634 0.007 0.017 0.016
F -1.251102 3.185531 1.805399 0.009 0.006 0.007
F 0.894980 2.876032 3.801607 -0.041 0.011 0.033
C 0.865114 -1.376035 -2.854400 -0.006 0.031 0.024
H -2.357337 3.217743 -0.933418 -0.024 0.012 0.020
C 1.213981 2.289592 2.689038 0.002 0.040 -0.049
C -1.469899 -3.162845 0.326535 0.021 0.056 0.055
F 2.394605 1.709850 2.787095 0.039 0.051 -0.039
H -3.717449 -0.022876 1.066001 0.011 0.041 -0.019
H -0.618206 -3.658468 0.786380 -0.002 -0.028 -0.028
O 0.939232 2.286632 0.318937 -0.144 -0.681 0.193
P 2.387196 -1.279068 -0.534038 0.074 -0.120 0.023

Entry 2:
38
Properties=species:S:1:pos:R:3:forces:R:3 method="wB97M-V/def2-TZVPD" multiplicity=5 de_lowest_ev=0.000 charge=+4 total_energy_ev=-34413.258 homo_ev="-22.13 / -21.85" gap_ha="0.2867 / 0.1071"
I -0.835265 7.101923 0.975887 0.022 -0.051 0.003
H -2.771955 -0.909639 -2.841502 -0.002 -0.018 -0.013
C -0.634504 -1.167047 -2.800001 0.013 0.082 0.030
H -2.855559 -2.293586 -0.094081 0.017 -0.001 -0.009
C 1.692689 -1.771383 1.604535 -0.007 -0.018 -0.033
C 0.366701 -1.382951 2.227762 0.011 0.088 -0.010
C -1.996706 -1.095883 1.464499 0.022 0.086 -0.015
C -0.657566 3.966488 0.539332 0.006 0.017 0.014
N 1.407482 3.597141 1.039073 -0.025 0.000 -0.004
H 0.377646 -0.372272 2.651081 -0.018 0.003 0.004
H -2.212153 -2.350720 -1.961686 -0.003 0.002 0.007
H 1.696228 -2.835285 1.374840 -0.009 0.002 -0.017
H 0.094026 -2.088368 3.015007 0.022 -0.008 0.003
C -0.031055 5.231325 0.905913 -0.016 0.045 -0.004
H 2.006068 -0.450616 -2.379512 -0.009 -0.002 -0.024
H 2.242123 -2.885142 -0.519284 0.000 0.001 0.005
H -1.681803 3.797048 0.235003 0.002 -0.003 0.001
O 1.901304 -1.022272 0.361353 0.022 0.067 0.015
N 0.202189 2.999965 0.622393 0.118 0.523 0.072
O -0.618533 -1.438299 1.165786 -0.024 -0.156 0.044
C -2.005569 -1.303465 -2.175073 0.000 0.024 0.009
H 2.234983 3.015111 1.169395 -0.007 -0.007 0.006
H -3.757764 -0.807743 0.259755 -0.009 -0.015 0.005
C 2.430452 -1.836761 -0.743380 -0.003 0.025 0.013
Pd 0.013542 -0.037813 -0.272002 -0.113 -0.621 -0.024
C 1.738562 -1.455054 -2.033806 -0.003 0.082 0.022
O 0.314271 -1.500000 -1.749136 0.005 -0.137 -0.068
C 1.341960 4.877040 1.220745 -0.026 0.009 0.007
H -0.516915 -1.867099 -3.629194 -0.025 -0.003 -0.004
H -0.431190 -0.152961 -3.160649 0.022 -0.006 -0.017
O -2.046501 -0.552593 -0.912423 -0.020 0.061 -0.007
H 2.512138 -1.553096 2.288569 0.002 -0.023 0.010
H -2.030937 -0.076206 1.863855 0.011 -0.001 0.016
H 2.183191 5.483061 1.544017 -0.002 0.003 -0.005
H -2.387095 -1.781610 2.218667 -0.020 -0.006 -0.012
H 1.973951 -2.172792 -2.821959 0.020 -0.007 0.009
C -2.762345 -1.240435 0.165017 0.019 -0.019 -0.018
H 3.503911 -1.668012 -0.818798 0.006 -0.022 -0.012

Entry 3:
34
Properties=species:S:1:pos:R:3:forces:R:3 method="wB97M-V/def2-TZVPD" multiplicity=1 charge=+1 total_energy_ev=-24278.392 homo_ev=-12.82 gap_ha=0.3779 smiles=CNC[N@+](N)(C[C@H](C)I)c1ccccc1
C 2.784312 -1.577094 1.003681 0.145 -0.227 0.066
H 3.075359 -1.577532 2.046030 -0.012 0.114 0.186
N 0.041484 0.125744 -0.802106 -0.741 0.404 -0.172
H -0.241117 1.082103 1.043086 0.053 -0.136 0.162
C 1.351124 -0.560466 -0.615316 0.588 -0.531 0.590
C -2.074019 -2.571853 0.837138 -0.237 0.226 -0.208
H 2.055779 1.822185 0.173477 0.028 -0.225 -0.170
H 1.105802 -0.492870 1.428550 -0.049 -0.141 0.032
H -2.547284 0.331377 -1.640930 0.124 0.163 -0.132
H 2.380603 -2.567894 0.766683 -0.084 -0.049 -0.046
H 0.839263 0.642592 -2.572388 0.014 0.119 0.075
H -4.196741 -2.867258 0.596649 -0.062 -0.169 0.109
C 1.121455 2.333806 -0.010931 0.027 0.517 0.428
H 0.546241 2.901952 1.995078 0.056 -0.061 0.193
C -3.471518 -1.232950 -0.566241 0.278 -0.148 0.151
H 0.214386 4.131502 0.788512 -0.026 0.238 0.075
C -0.068053 1.395680 0.019753 0.456 0.308 0.072
H 3.691928 -1.445194 0.423531 0.094 0.096 -0.161
H -1.953989 -3.394059 1.520232 0.152 -0.134 0.123
C -3.331042 -2.288544 0.325237 0.332 0.335 -0.171
I 1.344195 3.397219 -1.866457 0.143 0.017 -0.047
H 1.222750 -1.585749 -0.967735 -0.199 -0.071 -0.107
H 2.086650 -0.092896 -1.264411 -0.033 0.266 -0.147
H 1.883623 3.837151 1.343442 0.120 0.267 -0.042
C 0.934133 3.383039 1.099686 -0.254 -0.471 -0.317
C -1.124798 -0.750120 -0.413327 -0.203 -0.167 -0.001
C -0.972291 -1.804353 0.468837 0.031 -0.262 0.131
N -0.075307 0.380065 -2.222300 0.055 -0.496 -0.223
N 1.847654 -0.492743 0.744975 -0.194 0.140 -0.172
H -0.959597 1.934439 -0.283796 -0.267 -0.198 -0.260
H -0.675898 1.183188 -2.356249 -0.094 0.070 0.032
H -4.443801 -1.025760 -0.977987 -0.110 0.168 -0.140
C -2.374423 -0.465353 -0.938940 -0.281 0.021 0.085
H -0.016862 -2.089354 0.874539 0.149 0.018 0.006

Entry 4:
34
Properties=species:S:1:pos:R:3:forces:R:3 method="wB97M-V/def2-TZVPD" multiplicity=5 de_lowest_ev=0.000 charge=0 total_energy_ev=-27373.239 homo_ev="-2.57 / -9.51" gap_ha="0.1154 / 0.2752"
P 0.000658 1.596622 -1.458635 -0.525 2.044 -1.333
C -1.150363 -1.688743 -0.915659 0.387 -1.461 -0.657
H -0.985698 2.875710 0.837754 -0.003 -0.075 -0.342
C 0.820091 4.168063 4.459680 0.233 -0.094 0.002
H -0.981484 5.010213 1.602299 -0.083 -0.248 -0.008
H 1.283809 2.297214 5.434172 0.002 0.083 -0.081
H -1.545687 4.331289 3.146359 0.077 0.167 -0.221
N -0.664219 2.971116 1.802926 0.181 0.034 0.636
C -0.313975 1.867633 2.458572 0.343 -0.114 0.074
H 1.421774 4.516802 2.420357 -0.179 0.086 0.016
H -1.137068 2.371237 4.344537 0.150 -0.029 0.179
H 0.671621 -2.342133 1.865421 -0.096 0.091 -0.282
H -1.946063 -2.139035 1.155648 0.281 0.050 -0.235
C -0.732994 4.310113 2.404846 -0.077 -0.353 0.313
H 1.038797 1.505567 -2.426345 0.469 0.017 -0.558
C 0.301595 -2.128483 0.866910 -0.531 -1.510 -0.176
H 2.201093 -1.855687 -0.333616 -0.347 -0.071 -0.003
O -0.014606 0.780374 1.895230 -0.277 0.770 1.807
H -2.050058 -1.564825 -1.507517 0.221 -0.050 0.113
H -1.143043 1.840645 -2.272631 0.341 0.183 0.224
H 0.263379 2.872520 -0.895163 -0.148 -0.064 -0.399
C 1.114394 -1.878308 -0.300163 -0.597 -0.731 -0.236
C 0.570725 4.756273 3.071988 -0.020 0.109 0.017
H 0.517371 -1.471135 -2.441558 0.006 0.105 0.112
Ir -0.108741 -0.077931 -0.026055 -0.382 3.619 1.244
H 0.525894 5.847826 3.159209 0.043 -0.090 -0.037
C 1.021709 2.651761 4.432586 0.245 0.473 0.320
H -0.172473 0.869649 4.301243 -0.135 0.096 -0.103
C -1.094575 -2.025034 0.488361 0.984 -0.353 0.098
H -0.016607 4.415924 5.128571 0.125 -0.020 -0.101
H 1.877273 2.426590 3.779872 -0.179 -0.126 0.117
C -0.218118 1.908007 3.967218 -0.182 -0.282 -0.483
H 1.722660 4.629022 4.880886 -0.193 0.002 -0.024
C 0.222003 -1.612547 -1.412087 -0.136 -2.256 0.006

Entry 5:
32
Properties=species:S:1:pos:R:3:forces:R:3 method="wB97M-V/def2-TZVPD" multiplicity=1 de_lowest_ev=5.465 charge=+1 total_energy_ev=-14684.082 homo_ev=-11.19 gap_ha=0.2853
H 3.954081 1.085069 -0.192277 -0.054 0.202 0.497
H -0.742390 3.020199 2.517356 1.484 0.631 0.118
C -0.738770 -2.387952 -1.461160 -0.064 1.374 0.241
H -3.897158 -0.976420 -1.517514 -0.199 0.334 0.441
H -0.277903 -0.394823 1.866430 0.358 -0.725 1.141
C -0.238179 -1.222107 -2.415740 1.683 -0.536 2.298
C -1.825777 -0.604609 0.174147 -0.552 2.291 2.676
C -0.513492 0.021211 0.930093 -1.041 -2.833 -2.890
C 0.482142 -0.146344 -0.187267 0.647 1.056 -2.321
H 0.877841 -1.134007 -0.334051 0.108 -0.581 0.362
H 0.145878 -2.720413 -0.844949 -1.354 0.156 -0.346
H 2.746734 1.870965 1.229880 -0.604 0.230 0.057
C -2.857751 -1.008459 -1.794355 1.896 0.635 1.020
H -0.852193 -0.977084 -3.212195 -0.609 -0.806 -2.317
C -1.892227 0.032742 -1.176236 3.327 -0.589 -0.947
H 0.795078 -1.611177 -2.554980 -0.424 1.386 -1.008
N 1.825235 1.514434 0.969810 0.470 -1.565 -1.073
C 3.157188 0.541624 -0.677162 -0.634 0.655 -2.516
H -2.718162 -0.458452 0.837587 0.561 -0.349 -0.550
H -2.783914 -1.189044 -2.854483 0.191 -0.326 -0.166
H -2.530791 -2.695864 -0.232330 0.311 0.738 -0.518
H -1.087694 -3.190288 -2.041243 -0.122 -1.345 -0.852
C -1.976379 -1.862508 -0.746385 -0.854 -1.966 1.280
C 1.828407 0.661318 -0.039574 -1.460 0.490 2.991
H -0.250718 3.853398 1.192424 0.866 -0.491 0.893
H 0.954088 3.654385 2.440710 -2.043 -0.164 -0.292
H -0.571038 1.053761 0.989887 -1.330 1.952 0.469
H 2.931401 1.134052 -1.618300 0.598 -0.645 0.461
C -0.501146 -0.040641 -1.529613 -0.408 0.260 1.520
H 3.578304 -0.404926 -1.006208 -0.670 -0.306 0.127
H 0.963056 1.827336 1.512184 0.710 0.355 -0.671
N 0.109866 3.244974 1.959729 -0.788 0.484 -0.125

Entry 6:
43
Properties=species:S:1:pos:R:3:forces:R:3 method="wB97M-V/def2-TZVPD" multiplicity=1 charge=+1 total_energy_ev=-43881.429 homo_ev=-12.85 gap_ha=0.2807
N 1.873055 0.038605 -1.564373 -1.322 2.731 2.611
O -3.165681 -0.626119 1.815655 -1.265 0.606 -3.532
H -1.909214 -1.143231 0.041118 -0.271 0.132 2.771
O 4.081521 -0.535613 2.772989 -0.006 -0.682 -1.927
P 1.815290 4.376154 -0.255669 2.570 2.457 1.383
C -1.945270 -1.202579 1.220082 1.533 -0.530 0.404
C -4.016170 0.032810 0.811872 0.993 3.992 -3.810
O 1.839695 4.923783 -1.935760 -2.357 -2.074 3.167
O 3.859300 -2.004348 1.146106 0.183 1.367 0.667
H -1.082510 0.437677 2.551313 1.192 -1.779 -1.477
H 0.914482 4.651113 -2.273634 1.906 0.717 0.388
H 4.610757 -0.306599 -0.387422 0.025 -0.026 0.326
H -0.062959 -1.148694 2.686217 -0.841 1.227 -1.814
H 3.905649 0.974654 0.655864 0.224 -0.058 0.171
H -2.504205 -4.448065 -2.927139 0.228 0.100 0.232
O 0.327659 5.011973 0.464709 2.780 -0.488 -2.647
H 0.852236 -1.815115 -0.616314 0.366 2.514 0.137
H 5.611011 0.442848 0.902934 -0.252 0.052 0.028
C 1.010724 -0.658635 -0.501882 0.297 3.555 0.966
H -1.674921 -5.430532 -1.672450 0.173 0.157 -0.094
C -5.660930 -0.241105 0.818477 0.499 -0.187 1.640
H 2.280096 -0.513304 -2.378417 -0.853 0.779 1.644
H -0.718123 -4.634156 -2.977227 -0.077 -0.046 0.244
O -2.285913 -2.475688 -1.563020 1.590 -1.268 0.187
N 4.144054 -0.885446 1.588603 -0.298 -0.638 1.009
C 0.632433 1.793014 0.823457 1.691 -2.815 -3.413
N -1.426872 -3.360452 -1.473179 -0.606 0.742 0.060
C -0.623547 -0.460930 1.922759 -0.602 0.805 -0.701
H -1.888829 -2.323847 1.565763 -0.383 2.172 -0.791
O 3.113855 4.765039 0.558321 -5.068 -1.740 -3.381
O -3.544600 0.891435 -0.097551 -2.103 -5.557 5.669
C 4.604482 0.136899 0.610510 0.112 0.044 -0.245
H 0.186797 2.447263 1.702418 1.038 -1.447 -2.109
H -5.919238 -1.087253 0.048251 0.657 1.782 1.454
H 2.823748 2.052040 -2.433125 -1.575 -1.644 2.025
C 0.340581 0.179359 0.754355 2.172 2.149 -2.072
H -6.283927 0.749214 0.624511 1.796 -2.126 0.091
O -0.436344 -3.338224 -0.733298 -1.088 0.172 -0.723
C -1.596032 -4.563782 -2.331799 -0.265 -0.188 -0.228
H -5.965991 -0.607617 1.906113 0.707 0.599 -2.381
C 2.178249 1.532550 -1.573873 -2.642 -0.282 3.455
H 0.151844 5.921104 0.064480 0.406 -1.496 0.713
C 1.553757 2.453803 -0.360745 -1.263 -3.782 -0.096

Copy entry 3 word for word.
34
Properties=species:S:1:pos:R:3:forces:R:3 method="wB97M-V/def2-TZVPD" multiplicity=1 charge=+1 total_energy_ev=-24278.392 homo_ev=-12.82 gap_ha=0.3779 smiles=CNC[N@+](N)(C[C@H](C)I)c1ccccc1
C 2.784312 -1.577094 1.003681 0.145 -0.227 0.066
H 3.075359 -1.577532 2.046030 -0.012 0.114 0.186
N 0.041484 0.125744 -0.802106 -0.741 0.404 -0.172
H -0.241117 1.082103 1.043086 0.053 -0.136 0.162
C 1.351124 -0.560466 -0.615316 0.588 -0.531 0.590
C -2.074019 -2.571853 0.837138 -0.237 0.226 -0.208
H 2.055779 1.822185 0.173477 0.028 -0.225 -0.170
H 1.105802 -0.492870 1.428550 -0.049 -0.141 0.032
H -2.547284 0.331377 -1.640930 0.124 0.163 -0.132
H 2.380603 -2.567894 0.766683 -0.084 -0.049 -0.046
H 0.839263 0.642592 -2.572388 0.014 0.119 0.075
H -4.196741 -2.867258 0.596649 -0.062 -0.169 0.109
C 1.121455 2.333806 -0.010931 0.027 0.517 0.428
H 0.546241 2.901952 1.995078 0.056 -0.061 0.193
C -3.471518 -1.232950 -0.566241 0.278 -0.148 0.151
H 0.214386 4.131502 0.788512 -0.026 0.238 0.075
C -0.068053 1.395680 0.019753 0.456 0.308 0.072
H 3.691928 -1.445194 0.423531 0.094 0.096 -0.161
H -1.953989 -3.394059 1.520232 0.152 -0.134 0.123
C -3.331042 -2.288544 0.325237 0.332 0.335 -0.171
I 1.344195 3.397219 -1.866457 0.143 0.017 -0.047
H 1.222750 -1.585749 -0.967735 -0.199 -0.071 -0.107
H 2.086650 -0.092896 -1.264411 -0.033 0.266 -0.147
H 1.883623 3.837151 1.343442 0.120 0.267 -0.042
C 0.934133 3.383039 1.099686 -0.254 -0.471 -0.317
C -1.124798 -0.750120 -0.413327 -0.203 -0.167 -0.001
C -0.972291 -1.804353 0.468837 0.031 -0.262 0.131
N -0.075307 0.380065 -2.222300 0.055 -0.496 -0.223
N 1.847654 -0.492743 0.744975 -0.194 0.140 -0.172
H -0.959597 1.934439 -0.283796 -0.267 -0.198 -0.260
H -0.675898 1.183188 -2.356249 -0.094 0.070 0.032
H -4.443801 -1.025760 -0.977987 -0.110 0.168 -0.140
C -2.374423 -0.465353 -0.938940 -0.281 0.021 0.085
H -0.016862 -2.089354 0.874539 0.149 0.018 0.006